No. 1
Molecular formula: C8H6N5O6S
Method: DFT, wB97M-V/def2-TZVPD

Structure (XYZ):
```
26
Properties=species:S:1:pos:R:3:forces:R:3
N 2.9735 1.8775 -4.3237 -0.703 -0.604 2.375
C 2.6225 1.6225 -3.2368 0.384 0.703 -2.072
C 2.1678 1.3632 -1.8970 -0.799 0.352 0.917
C 1.2134 2.1554 -1.2473 0.822 -0.591 -0.737
C 0.8539 1.9242 0.1168 1.553 -1.938 0.168
N -0.0627 2.8150 0.7609 -2.349 2.043 1.771
O -0.6026 3.7184 0.0784 1.333 -1.903 1.055
O -0.2876 2.6675 1.9858 0.763 0.077 -2.622
C 1.4359 0.8781 0.8557 -1.144 1.373 -0.088
C 2.3485 0.0744 0.1934 1.704 -1.533 -0.324
N 3.1495 -0.9704 0.6768 -0.445 0.723 -0.704
O 3.2332 -1.5431 1.7478 0.020 0.689 -1.408
O 4.0006 -1.3415 -0.4137 -1.042 0.694 0.448
N 3.7430 -0.5532 -1.5520 -1.578 0.728 1.855
C 2.7477 0.2768 -1.1491 1.489 -0.798 -0.766
H 0.7518 2.9855 -1.7794 0.093 -0.223 0.204
H 1.2251 0.7053 1.9030 -0.247 0.142 -0.064
C -4.4649 -2.6619 0.9300 -0.387 -0.200 -0.201
S -3.0689 -1.6952 0.3905 0.595 -0.119 1.961
N -2.3668 -1.6488 1.8005 0.458 0.292 -0.415
O -2.3606 -2.4727 -0.6256 -0.073 0.084 -0.420
O -3.6001 -0.4164 -0.0760 -0.049 0.046 -0.485
H -5.1126 -2.8618 0.0766 -0.006 0.022 -0.034
H -4.0984 -3.5954 1.3580 0.009 0.122 -0.107
H -5.0032 -2.0950 1.6901 0.092 -0.010 -0.113
H -1.4380 -1.2083 1.7365 -0.492 -0.172 -0.195
```
Forces are in eV/Å.

Relative energy (zero: lowest compared OMol25 entry of this formula, charge and spin): 23.0 kJ/mol
LUMO energy: -0.37 eV
HOMO: -3.80 eV
Net charge: -1
Multiplicity: 1
Gap between HOMO and LUMO: 3.435 eV

No. 2
Molecular formula: C8H6O2
Method: DFT, wB97M-V/def2-TZVPD

Structure (XYZ):
```
16
Properties=species:S:1:pos:R:3:forces:R:3
C -2.1773 -0.3275 0.1300 0.173 -2.052 -3.983
C -0.6507 -0.2222 -0.3526 -3.656 -0.182 -0.369
C -0.2584 -0.1111 -1.6859 2.724 0.029 -0.353
C 1.1447 0.3269 -1.8637 -1.224 -1.281 0.291
C 2.0322 0.5460 -0.8126 -4.019 0.146 3.804
C 1.4915 0.5089 0.5710 -2.466 -2.027 -3.018
C 0.1185 -0.0240 0.7402 3.603 1.633 1.670
C -0.5297 -0.3469 2.1186 0.410 -0.310 2.206
H -2.9623 -0.7988 -0.5556 1.133 0.519 -0.168
H -0.8621 -0.5412 -2.5398 0.613 1.157 1.081
H 1.6532 0.4235 -2.8098 -0.666 -0.184 -0.620
H 3.0242 0.8565 -0.9290 1.230 0.382 -0.466
H 2.0482 0.8067 1.4154 0.670 0.049 0.804
H -1.0779 -1.4230 2.2705 1.360 2.155 -0.773
O -2.5979 -0.0257 1.1873 0.021 1.048 1.799
O -0.3962 0.3516 3.1160 0.093 -1.084 -1.906
```
Forces are in eV/Å.

Relative energy (zero: lowest compared OMol25 entry of this formula, charge and spin): 250.7 kJ/mol
LUMO energy: -0.06 eV
SMILES: O=Cc1ccccc1C=O
HOMO: -9.55 eV
Net charge: 0
Multiplicity: 1
Gap between HOMO and LUMO: 9.485 eV

No. 3
Molecular formula: C8H6O3
Method: DFT, wB97M-V/def2-TZVPD

Structure (XYZ):
```
17
Properties=species:S:1:pos:R:3:forces:R:3
C -1.9527 0.3095 1.2003 1.159 0.488 -1.474
C -0.8636 0.1353 2.1381 0.910 0.967 0.527
C 0.4984 0.0218 1.6813 -4.538 0.694 -2.065
C 0.7299 0.0138 0.3110 -0.751 -0.423 -0.348
C 1.8596 -0.4825 -1.5588 2.322 0.034 -0.875
C 0.4005 0.0228 -2.0238 4.131 3.409 1.709
C -0.1738 0.3354 -0.7121 -3.869 -0.980 4.126
C -1.5523 0.5528 -0.2072 0.783 -1.516 1.391
H -4.1069 -0.0414 0.9035 4.162 1.805 3.095
H -0.8987 0.2568 3.2847 -0.780 -0.532 -2.048
H 1.2872 -0.0041 2.3220 1.954 -0.458 1.875
H 0.6598 1.0625 -2.4138 -0.277 -1.420 -0.495
H -0.0133 -0.5964 -2.7249 -1.366 -1.409 -1.563
H -2.3854 0.6852 -0.8839 0.098 0.150 -0.281
O -3.3217 0.3593 1.6572 -1.025 -1.566 -3.486
O 1.8829 -0.5430 -0.1687 0.543 0.457 -1.257
O 2.9115 -0.6682 -2.1711 -3.457 0.300 1.169
```
Forces are in eV/Å.

Relative energy (zero: lowest compared OMol25 entry of this formula, charge and spin): 217.1 kJ/mol
LUMO energy: 0.28 eV
SMILES: O=C1Cc2cc(O)ccc2O1
HOMO: -8.63 eV
Net charge: 0
Multiplicity: 1
Gap between HOMO and LUMO: 8.914 eV

No. 4
Molecular formula: C8H6O5
Method: DFT, wB97M-V/def2-TZVPD

Structure (XYZ):
```
19
Properties=species:S:1:pos:R:3:forces:R:3
C 0.8957 -1.1314 -1.2748 0.567 -0.647 0.299
C -0.1882 -1.2393 -0.5083 0.420 -0.692 -0.070
C -1.6265 -1.2009 -0.8227 0.830 -1.067 -0.472
C 0.1084 0.3912 0.6231 2.482 1.758 -0.241
C -2.1857 0.1547 1.1552 0.851 0.332 1.056
C 2.1126 -0.5483 -0.6229 -1.844 0.386 2.624
C 1.5346 0.7408 0.1802 -0.677 -2.610 0.220
C -1.0081 1.0559 0.7548 -2.746 0.690 1.582
O -2.0739 -1.6175 -1.8381 -0.693 0.141 -0.581
O -0.0056 -0.9786 0.8345 0.428 0.489 0.116
O -2.8255 0.2310 2.1744 0.622 -0.190 -1.924
O -2.4063 -0.8132 0.2096 -1.986 -0.235 0.443
O -1.4315 2.3589 0.6464 1.023 0.615 0.035
H 0.9114 -1.3750 -2.3067 -0.340 0.106 -0.810
H 2.5679 -1.0877 0.1882 -0.034 -1.141 0.029
H 2.9028 -0.2698 -1.2464 0.879 0.488 -1.322
H 1.7606 1.4260 -0.5645 -0.652 2.429 -0.639
H 2.0376 0.9028 1.1101 0.941 0.265 0.265
H -1.0801 3.0006 1.3076 -0.071 -1.118 -0.609
```
Forces are in eV/Å.

Relative energy (zero: lowest compared OMol25 entry of this formula, charge and spin): 206.2 kJ/mol
LUMO energy: -0.19 eV
HOMO: -9.48 eV
Net charge: 0
Multiplicity: 1
Gap between HOMO and LUMO: 9.286 eV

No. 5
Molecular formula: C8H6O6S
Method: DFT, wB97M-V/def2-TZVPD

Structure (XYZ):
```
21
Properties=species:S:1:pos:R:3:forces:R:3
C 0.6913 1.4031 2.6411 0.968 -1.269 -0.771
C 1.5175 0.5515 1.9005 2.383 -0.768 1.151
C -0.4884 1.8026 1.9629 -3.913 -0.413 -3.316
C 1.1439 -0.0202 0.6990 6.033 -1.175 1.323
C -0.9495 1.0881 0.8647 -1.325 0.420 -1.116
C -0.1422 0.1516 0.2388 -4.850 -1.585 -4.060
C -0.5469 -2.2387 -0.7727 -0.618 -2.491 -0.423
C -0.6322 -0.7446 -1.1522 0.442 2.081 3.469
O 0.4210 -2.8244 -0.2217 -0.694 1.624 -0.450
O 0.1425 -0.7947 -3.6816 -0.608 1.112 0.378
O -1.6364 -2.8224 -1.1175 0.461 0.233 0.312
O 0.3200 1.3750 -2.2779 -0.212 -2.005 -0.985
O 1.8630 -0.4987 -2.0454 -0.326 0.094 0.143
O -1.9516 -0.4141 -1.4654 -0.526 -1.026 -0.352
S 0.4979 -0.1114 -2.4310 1.327 0.888 -0.169
H 0.9294 1.9167 3.5008 1.016 0.661 1.865
H 2.5351 0.3309 2.3975 -1.441 0.191 -1.194
H -1.2286 2.5266 2.1790 -0.041 1.136 1.261
H 1.8794 -0.5995 0.0401 -1.196 0.974 1.251
H -1.9545 1.2610 0.3276 1.590 0.025 1.172
H -2.4106 -1.3384 -1.5866 1.532 1.294 0.512
```
Forces are in eV/Å.

<S²>: 2.043
LUMO energy (alpha / beta): 5.84 / 3.76 eV
HOMO (alpha / beta): 1.60 / -1.70 eV
Net charge: -2
Multiplicity: 3
Gap between HOMO and LUMO (alpha / beta): 4.236 / 5.462 eV

No. 6
Molecular formula: C8H6S2
Method: DFT, wB97M-V/def2-TZVPD

Structure (XYZ):
```
16
Properties=species:S:1:pos:R:3:forces:R:3
S -2.2169 -0.9307 -0.3510 -0.554 0.494 0.219
S 2.0392 0.5692 2.3122 -0.852 -0.791 -1.286
C -1.9271 0.7905 -0.6533 3.956 0.917 0.597
C -0.9075 -1.6378 -1.2476 4.228 -0.735 0.264
C 0.9195 1.5757 1.4225 0.177 -1.066 -0.319
C 1.7565 -0.8152 1.2048 0.015 -0.524 1.469
C -0.7271 1.4446 -0.3667 -2.793 -0.325 -0.951
C 0.4564 -1.4305 -0.8671 -3.891 -0.951 -1.041
C 0.3732 0.8558 0.3816 0.559 -0.115 -0.057
C 0.9217 -0.5127 0.1681 -1.210 1.825 1.428
H -2.6152 1.2806 -1.2737 -1.130 0.680 -0.507
H -1.1870 -2.4130 -2.0367 0.601 1.206 1.149
H 0.6330 2.6135 1.6854 0.509 -0.960 -0.071
H 1.8986 -1.8748 1.5960 0.567 1.672 -0.798
H -0.6330 2.5312 -0.6537 -0.227 -1.275 0.258
H 1.2158 -2.0464 -1.3208 0.045 -0.053 -0.355
```
Forces are in eV/Å.

Relative energy (zero: lowest compared OMol25 entry of this formula, charge and spin): 0.0 kJ/mol
LUMO energy: 0.21 eV
SMILES: C1=Cc2cscc2C=CS1
HOMO: -8.28 eV
Net charge: 0
Multiplicity: 1
Gap between HOMO and LUMO: 8.485 eV

No. 7
Molecular formula: C8H7BiO6
Method: DFT, wB97M-V/def2-TZVPD

Structure (XYZ):
```
22
Properties=species:S:1:pos:R:3:forces:R:3
O 2.8753 0.3748 -3.9138 -2.718 1.419 1.779
C 1.9939 0.8289 -3.3323 2.635 -1.399 -1.704
Bi -1.1461 1.6065 -0.4889 2.448 -0.084 -2.325
C -2.4595 1.5140 1.2445 -5.508 -1.764 8.817
O -3.1269 1.4318 2.1908 3.052 0.805 -4.782
C -2.0475 3.5207 -1.4240 -1.394 1.340 0.396
O -2.7824 4.4786 -1.4418 3.593 -4.036 -0.641
C -2.3967 -0.1238 -1.9758 -2.814 -4.213 -2.524
O -2.8894 -1.0178 -2.5166 2.295 3.996 2.334
C 0.8655 2.8830 0.6624 2.589 1.593 2.041
O 1.7450 3.3196 1.2378 -2.477 -1.278 -1.755
H -1.0544 2.8682 -2.1218 -1.228 3.051 -1.633
C 2.2619 -1.7441 1.3157 0.019 -0.195 0.082
C 0.8191 -1.6852 0.8612 0.383 -0.800 0.348
C -0.0533 -2.8649 1.2359 0.085 -0.116 0.110
O 0.3849 -0.7277 0.2092 -0.327 0.281 0.358
H 2.5414 -2.6978 1.8149 -0.365 0.735 -0.417
H 2.4481 -0.9159 2.0091 -0.034 -0.079 -0.048
H 2.9195 -1.5829 0.4583 -0.041 0.013 -0.004
H -0.8626 -2.5155 1.8889 0.108 -0.047 -0.041
H -0.5286 -3.2652 0.3361 0.042 0.042 0.015
H 0.4929 -3.6854 1.7500 -0.342 0.738 -0.404
```
Forces are in eV/Å.

LUMO energy: -10.56 eV
HOMO: -17.00 eV
Net charge: +2
Multiplicity: 1
Gap between HOMO and LUMO: 6.445 eV

No. 8
Molecular formula: C8H7BrN2O
Method: DFT, wB97M-V/def2-TZVPD

Structure (XYZ):
```
19
Properties=species:S:1:pos:R:3:forces:R:3
C 0.9008 -1.7436 -2.1235 -0.860 0.076 -1.747
C 1.8282 -0.7939 -1.8863 0.175 0.807 0.299
C -0.4139 -1.6647 -1.7349 -2.202 0.867 1.293
C 1.5038 0.2375 -1.0145 -0.360 -1.213 0.089
C -0.7855 -0.5981 -0.8817 2.546 -1.573 -0.680
C 0.2384 0.3010 -0.4908 -1.420 0.466 0.993
C -1.0632 0.8795 2.7526 -0.878 1.295 0.681
C -0.2508 1.2273 0.6556 -0.926 -0.005 -2.990
N -0.4664 2.0713 3.4119 -0.916 0.451 -1.323
N -0.3850 1.0056 3.9801 0.572 -1.523 1.761
O -0.4377 0.3259 1.7256 0.426 -0.064 0.017
Br -2.9878 0.6268 2.7561 0.569 0.223 0.083
H 1.2402 -2.3170 -2.9197 -0.092 -2.101 -1.067
H 2.7242 -0.9130 -2.4882 0.368 0.470 0.733
H -1.2714 -2.3323 -2.0090 1.426 0.208 0.052
H 2.2821 0.7087 -0.5249 1.380 1.818 0.508
H -1.6730 -0.7566 -0.3123 -0.846 0.776 0.056
H 0.2423 2.1762 0.9270 0.532 -0.788 -0.015
H -1.2251 1.5596 0.1768 0.507 -0.190 1.258
```
Forces are in eV/Å.

Relative energy (zero: lowest compared OMol25 entry of this formula, charge and spin): 199.2 kJ/mol
LUMO energy: 0.26 eV
SMILES: BrC1(OCc2ccccc2)N=N1
HOMO: -9.43 eV
Net charge: 0
Multiplicity: 1
Gap between HOMO and LUMO: 9.692 eV

Energy readings, ordered: -1431.62476, -458.83695, -534.08979, -684.54446, -1157.93677, -1104.73566, -974.19927, -3067.67742 Ha